a | Below is 9 unconnected molecules or ions with the total composition C12H43N17O9, with properties calculated with ωB97M-V with the def2-TZVPD basis set.

Geometry (Å):
C1 1.904 -1.742 -3.899
C2 0.749 -2.702 -4.045
C3 0.501 -3.620 -2.850
O1 1.764 -4.179 -2.470
C4 1.699 -4.993 -1.373
N1 -0.418 -2.038 -4.454
H1 2.011 -1.191 -4.833
H2 2.771 -2.127 -3.362
H3 1.615 -1.095 -3.071
H4 1.146 -3.276 -4.883
H5 -0.248 -4.377 -3.081
H6 0.141 -3.016 -2.017
H7 2.478 -5.754 -1.328
H8 0.884 -5.714 -1.317
H9 1.562 -4.454 -0.436
H10 -0.041 -1.444 -5.179
H11 -0.699 -1.363 -3.757
C5 0.995 4.940 2.143
O2 1.299 3.791 2.451
N2 0.901 5.395 0.994
N3 0.800 5.888 2.948
H12 0.532 6.316 0.808
H13 0.806 4.780 0.198
H14 0.873 5.604 3.915
H15 0.902 6.814 2.560
C6 5.537 3.487 2.445
O3 5.965 2.319 2.673
N4 6.203 4.591 2.626
N5 4.439 3.788 1.816
H16 7.031 4.702 3.194
H17 6.241 5.063 1.734
H18 3.740 3.106 1.559
H19 4.522 4.751 1.523
C7 0.603 -2.737 2.829
O4 -0.591 -2.753 3.024
N6 1.307 -3.739 2.333
N7 1.322 -1.756 3.194
H20 2.315 -3.680 2.304
H21 0.800 -4.587 2.122
H22 1.090 -0.918 3.707
H23 2.285 -1.736 2.893
C8 0.587 0.709 -0.031
O5 0.666 1.249 -1.109
N8 1.431 0.752 0.953
N9 0.023 -0.377 0.138
H24 1.211 0.284 1.821
H25 2.169 1.441 0.921
H26 -0.104 -0.733 1.074
H27 -0.538 -0.628 -0.664
C9 -3.303 -0.361 2.666
O6 -2.222 -0.098 2.148
N10 -3.353 -1.013 3.761
N11 -4.511 -0.106 2.276
H28 -4.225 -1.432 4.054
H29 -2.496 -1.431 4.092
H30 -4.459 0.426 1.418
H31 -5.228 -0.213 2.979
C10 -1.026 4.225 -1.781
O7 -1.913 4.972 -1.390
N12 0.195 4.553 -2.086
N13 -1.287 3.010 -2.150
H32 0.893 3.824 -2.105
H33 0.472 5.522 -2.147
H34 -2.289 2.887 -2.117
H35 -0.708 2.195 -2.007
C11 -2.713 -4.012 0.268
O8 -3.153 -4.862 1.021
N14 -2.815 -4.119 -1.048
N15 -2.252 -2.869 0.659
H36 -3.303 -4.941 -1.374
H37 -2.329 -3.429 -1.603
H38 -1.900 -2.961 1.601
H39 -1.918 -2.222 -0.042
C12 -2.940 -0.397 -1.807
O9 -2.028 -1.155 -1.862
N16 -3.113 0.491 -0.849
N17 -3.983 -0.291 -2.647
H40 -2.579 0.357 -0.003
H41 -3.876 1.153 -0.850
H42 -4.758 0.353 -2.573
H43 -4.060 -1.099 -3.248

Output
Multiplicity: 2
Kohn-Sham gap (spin up / spin down), eV: 8.135 / 2.148
HOMO (spin up / spin down), eV: -10.8 / -10.8
Molar mass, g mol⁻¹: 569.6
Total charge: +1

***

b | Below is 9 unconnected molecules or ions with the total composition C12H43N17O9, with properties calculated with ωB97M-V with the def2-TZVPD basis set.

Geometry (Å):
C1 1.852 1.562 -4.004
O1 2.412 1.024 -4.981
N1 1.557 2.848 -3.822
N2 1.518 0.939 -2.916
H1 1.075 3.072 -2.964
H2 1.948 3.438 -4.542
H3 1.568 -0.070 -2.893
H4 0.989 1.459 -2.230
C2 0.167 -2.314 -3.754
O2 0.338 -2.630 -4.878
N3 0.982 -2.436 -2.756
N4 -0.967 -1.896 -3.258
H5 0.479 -2.346 -1.885
H6 1.933 -2.752 -2.883
H7 -1.762 -1.891 -3.881
H8 -1.060 -1.369 -2.402
C3 2.075 3.203 0.908
O3 1.212 3.053 1.778
N5 3.331 2.965 0.999
N6 1.704 3.696 -0.286
H9 3.699 2.443 1.781
H10 3.835 3.071 0.130
H11 2.428 3.914 -0.956
H12 0.790 4.027 -0.562
C4 -1.316 5.196 -1.682
O4 -0.589 4.251 -1.600
N7 -2.428 5.253 -0.968
N8 -1.221 6.085 -2.567
H13 -2.654 4.500 -0.334
H14 -2.995 6.087 -1.020
H15 -0.304 6.139 -2.985
H16 -1.573 6.999 -2.320
C5 -3.520 1.305 -2.438
O5 -3.034 0.603 -1.564
N9 -4.552 0.819 -2.967
N10 -3.138 2.452 -2.886
H17 -4.629 0.913 -3.969
H18 -4.797 -0.142 -2.774
H19 -2.334 2.856 -2.427
H20 -3.507 2.984 -3.661
C6 -0.081 -0.133 -0.031
O6 -0.554 -1.075 -0.654
N11 0.689 -0.469 1.001
N12 -0.310 1.179 -0.122
H21 1.136 0.247 1.554
H22 0.696 -1.463 1.182
H23 -1.032 1.508 -0.747
H24 0.084 1.773 0.594
C7 -3.236 -2.999 -0.118
O7 -3.767 -4.097 0.092
N13 -2.294 -2.550 0.651
N14 -3.500 -2.130 -1.117
H25 -1.742 -1.789 0.281
H26 -2.095 -3.031 1.516
H27 -3.012 -1.246 -1.081
H28 -4.230 -2.383 -1.768
C8 1.930 0.888 4.669
O8 2.940 0.665 3.980
N15 0.957 1.758 4.362
N16 1.636 0.419 5.867
H29 0.979 2.223 3.466
H30 0.201 1.821 5.029
H31 2.186 -0.238 6.403
H32 0.835 0.807 6.343
C9 2.943 -3.303 2.208
C10 1.832 -4.161 1.718
C11 0.602 -4.098 2.664
O9 0.996 -4.702 3.880
C12 -0.010 -4.836 4.899
N17 1.406 -3.586 0.458
H33 3.937 -3.481 1.799
H34 2.971 -3.296 3.297
H35 2.808 -2.235 2.035
H36 2.134 -5.192 1.535
H37 -0.295 -4.582 2.279
H38 0.388 -3.061 2.923
H39 0.328 -5.405 5.764
H40 -0.911 -5.342 4.552
H41 -0.272 -3.813 5.169
H42 0.991 -4.395 0.018
H43 2.224 -3.502 -0.128

Output
Multiplicity: 2
Kohn-Sham gap (spin up / spin down), eV: 8.898 / 3.180
HOMO (spin up / spin down), eV: -11.2 / -11.2
Molar mass, g mol⁻¹: 569.6
Total charge: +1

***

Relative stability in hartree, measured from the most stable structure: a 0.1465; b 0.0000

***

a | Below is a gas-phase ion, BrHNO2S (charge -1), with properties calculated with ωB97M-V with the def2-TZVPD basis set.

Geometry (Å):
N1 -0.424 0.070 -0.705
O1 0.045 1.458 -0.976
O2 -1.244 1.584 1.114
S1 -1.540 1.287 -0.249
Br1 -3.216 -0.325 0.034
H1 0.012 -0.323 0.124

Output
Kohn-Sham gap, eV: 8.181
HOMO, eV: -4.3
Molar mass, g mol⁻¹: 159.0
Total charge: -1

***

b | Below is a gas-phase ion, BrHNO2S (charge -1), with properties calculated with ωB97M-V with the def2-TZVPD basis set.

Geometry (Å):
N1 0.269 -0.666 0.237
O1 0.841 0.935 -1.337
O2 -1.114 1.529 0.002
S1 -0.522 0.506 -0.925
Br1 -0.685 -1.875 1.379
H1 1.211 -0.430 0.645

Output
Kohn-Sham gap, eV: 7.793
HOMO, eV: -4.3
Molar mass, g mol⁻¹: 159.0
Total charge: -1

***

Relative stability in hartree, measured from the most stable structure: a 0.0427; b 0.0000

***

a | Below is a gas-phase ion, C4H10N3O (charge +1), with properties calculated with ωB97M-V with the def2-TZVPD basis set.

Geometry (Å):
C1 1.730 0.517 -0.203
C2 -1.655 -0.215 0.026
C3 -2.139 1.173 0.012
C4 -2.449 -1.430 0.074
N1 0.487 0.713 -0.113
N2 2.529 -0.485 0.069
N3 3.897 -0.270 -0.057
O1 -0.382 -0.413 -0.099
H1 2.318 1.532 -0.363
H2 -3.146 1.406 -0.465
H3 -1.308 1.881 -0.266
H4 -2.553 1.347 1.044
H5 -2.946 -1.452 1.067
H6 -1.829 -2.396 0.173
H7 -3.170 -1.513 -0.640
H8 4.252 -0.421 -0.928
H9 4.411 -0.907 0.484
H10 4.277 0.689 0.187

Output
Kohn-Sham gap, eV: 8.584
HOMO, eV: -12.5
Molar mass, g mol⁻¹: 116.1
Total charge: +1

***

b | Below is 2 unconnected molecules or ions with the total composition C4H10N3O, with properties calculated with ωB97M-V with the def2-TZVPD basis set.

Geometry (Å):
C1 -2.420 -0.270 -0.645
C2 -1.706 -1.014 0.317
C3 0.056 0.085 -0.281
C4 -0.028 2.228 -1.554
N1 -1.879 0.748 -1.212
N2 -0.561 0.990 -0.883
N3 2.451 -1.451 1.762
O1 1.203 -0.059 -0.011
H1 -3.573 -0.325 -0.804
H2 -1.500 -0.475 1.363
H3 -1.766 -2.091 0.295
H4 1.033 2.176 -1.315
H5 -0.423 2.142 -2.544
H6 -0.451 3.122 -1.231
H7 2.680 -1.050 2.611
H8 3.217 -1.887 1.191
H9 1.803 -2.213 1.782
H10 1.863 -0.656 1.157

Output
Kohn-Sham gap, eV: 9.233
HOMO, eV: -12.7
Molar mass, g mol⁻¹: 116.1
Total charge: +1

***

Relative stability in hartree, measured from the most stable structure: a 0.0543; b 0.0000

***

a | Below is a molecular structure, C2H3I3O2, with properties calculated with ωB97M-V with the def2-TZVPD basis set.

Geometry (Å):
C1 0.708 0.496 0.604
C2 -0.463 -0.183 -0.192
O1 -0.247 -0.006 -1.476
O2 -0.622 -1.458 0.174
I1 1.019 2.539 0.045
I2 -2.836 0.769 0.225
I3 2.498 -0.724 0.234
H1 0.596 0.662 1.607
H2 -0.707 -0.589 -2.136
H3 0.055 -1.505 0.916

Output
Kohn-Sham gap, eV: 7.705
HOMO, eV: -9.0
Molar mass, g mol⁻¹: 439.8
Total charge: 0

***

b | Below is 2 unconnected molecules or ions with the total composition C2H3I3O2, with properties calculated with ωB97M-V with the def2-TZVPD basis set.

Geometry (Å):
C1 -1.012 0.671 -0.252
C2 -0.680 -0.229 -1.350
O1 -1.070 0.168 1.005
O2 -1.023 -0.038 -2.488
I1 0.500 2.306 -0.470
I2 0.314 -2.121 -0.637
I3 4.306 0.689 0.135
H1 -1.876 1.170 -0.434
H2 -0.622 -0.723 1.121
H3 3.581 -0.873 0.200

Output
Kohn-Sham gap, eV: 8.642
SMILES string: O=C(I)[C@@H](O)I.I
HOMO, eV: -9.6
Molar mass, g mol⁻¹: 439.8
Total charge: 0

***

Relative stability in hartree, measured from the most stable structure: a 0.0132; b 0.0000